[1]
This record from the OMol25 dataset describes a molecular structure, C24H36EuN2Si at a distorted geometry. The level of theory is ωB97M-V/def2-TZVPD.

The geometry in ORCA input format:
```
! wB97M-V def2-TZVPD RIJCOSX def2/J DEFGRID3
* xyz 1 7
Eu 0.000 0.000 0.000
Si 0.544 -2.222 -1.048
N 0.419 2.764 0.092
N 0.381 0.912 -2.230
C 1.510 1.556 -1.508
C 0.453 3.787 1.219
C -0.955 -3.199 -1.691
C -1.659 -0.067 1.563
C 0.944 -4.672 0.452
C -1.115 0.813 -2.172
C 1.387 2.934 -0.963
C -3.233 -4.557 -2.639
C -0.708 3.411 -0.721
C 0.338 0.935 2.048
C -1.001 1.184 1.674
C -0.724 -1.081 1.870
C 3.049 -4.856 -3.675
C 1.503 -5.459 1.452
C 0.609 1.437 -3.615
C 0.512 -0.464 2.169
C 1.389 -3.370 0.214
C -1.022 -3.678 -3.002
C 2.533 -4.964 2.237
C -2.147 -4.341 -3.476
C 2.994 -3.672 2.017
C -3.183 -4.104 -1.327
C 2.423 -2.890 1.024
C -2.061 -3.429 -0.868
H 2.971 -5.575 3.016
H 1.473 -2.268 -2.245
H 1.097 1.683 2.209
H -1.691 3.323 -0.216
H 1.657 1.369 -3.980
H 1.799 0.903 -0.659
H 3.413 -5.230 -4.628
H 3.801 -3.274 2.622
H -1.672 1.499 -2.853
H 0.152 -5.085 -0.160
H -0.587 4.521 -0.848
H 3.643 -3.999 -3.371
H -0.413 3.822 1.906
H 1.329 3.761 -1.720
H -1.445 2.151 1.505
H -0.016 0.966 -4.385
H -0.852 3.131 -1.764
H -2.051 -3.055 0.149
H 1.137 -6.466 1.611
H 2.365 3.132 -0.461
H -4.024 -4.272 -0.665
H 1.370 3.665 1.834
H 0.353 2.541 -3.626
H 2.009 -4.559 -3.776
H 0.608 4.831 0.864
H -4.109 -5.077 -3.004
H -0.905 -2.142 1.877
H 3.130 -5.638 -2.925
H -2.174 -4.696 -4.499
H 2.788 -1.880 0.881
H 2.476 1.510 -2.070
H 1.423 -0.981 2.416
H -1.498 1.015 -1.155
H -0.179 -3.526 -3.666
H -2.690 -0.217 1.289
H -1.431 -0.215 -2.420
*
```

Results
E_tot: -2044.8999 hartree
Kohn-Sham gap (alpha / beta): 6.7 / 7.2 eV



[2]
This record from the OMol25 dataset describes 2 unconnected molecules or ions with the total composition C3H9NS2. The level of theory is ωB97M-V/def2-TZVPD.

The geometry in ORCA input format:
```
! wB97M-V def2-TZVPD RIJCOSX def2/J DEFGRID3
* xyz 0 1
S -2.111 -2.443 -2.633
S -2.193 -0.470 -3.227
N 0.198 0.263 1.282
C 1.166 1.166 0.902
C 2.032 1.804 1.706
C -0.380 -0.655 0.322
H 0.290 -0.077 2.224
H -0.366 -0.200 -0.669
H -2.551 0.057 -2.037
H -1.413 -0.855 0.601
H -0.773 -2.610 -2.589
H 1.196 1.419 -0.153
H 0.155 -1.607 0.243
H 2.482 2.706 1.314
H 2.269 1.502 2.716
*
```

Results
E_tot: -970.7853 hartree
energy relative to the best compared isomer or geometry (same formula, charge and spin): 121.91 kJ/mol
Kohn-Sham gap: 8.1 eV



[3]
This record from the OMol25 dataset describes a molecular structure, C20H14IN4O4Ru at a distorted geometry. The level of theory is ωB97M-V/def2-TZVPD.

The geometry in ORCA input format:
```
! wB97M-V def2-TZVPD RIJCOSX def2/J DEFGRID3
* xyz 0 2
I -5.219 -5.939 0.337
Ru 0.364 1.015 -0.137
O 4.145 1.560 -1.415
O -0.136 -1.126 -0.565
O -1.182 4.962 0.023
O -1.556 0.091 0.568
N -0.392 2.777 -0.460
N 2.247 1.314 -0.141
N 0.727 0.895 1.966
N 0.762 0.837 -2.176
C -4.387 -3.041 0.500
C 2.454 1.241 3.575
C 2.933 1.527 1.114
C 2.005 1.209 2.262
C 2.947 1.377 -1.299
C -2.178 -2.172 0.110
C -1.247 -1.014 0.037
C -3.910 -4.320 0.245
C 2.444 1.355 -3.788
C -0.784 3.867 -0.181
C -0.120 0.638 -3.154
C -2.576 -4.537 -0.073
C -0.125 0.614 2.962
C -1.712 -3.456 -0.146
C 1.525 1.157 -4.805
C 2.022 1.192 -2.485
C -3.513 -1.968 0.435
C 0.228 0.786 -4.485
C 1.577 0.939 4.597
C 0.263 0.618 4.285
H -3.859 -0.962 0.633
H 3.267 2.567 1.208
H 3.837 0.915 1.156
H -0.457 0.378 5.054
H 1.813 1.293 -5.839
H -2.216 -5.539 -0.263
H 1.910 0.957 5.627
H 3.485 1.499 3.775
H -1.135 0.386 2.657
H 3.473 1.636 -3.966
H -0.670 -3.598 -0.400
H -5.428 -2.885 0.745
H -1.112 0.340 -2.845
H -0.514 0.615 -5.252
*
```

Results
E_tot: -1683.2093 hartree
energy relative to the best compared isomer or geometry (same formula, charge and spin): 0.00 kJ/mol
Kohn-Sham gap (alpha / beta): 7.8 / 7.6 eV



[4]
This record from the OMol25 dataset describes 3 unconnected molecules or ions with the total composition C20H37F2IN3O6S3Si at a distorted geometry. The level of theory is ωB97M-V/def2-TZVPD.

The geometry in ORCA input format:
```
! wB97M-V def2-TZVPD RIJCOSX def2/J DEFGRID3
* xyz 1 1
I -8.328 2.153 -1.642
S 3.571 4.328 2.703
S 5.739 -1.742 -2.191
S -5.945 -1.094 1.093
Si -2.264 -0.654 0.147
F -5.411 -3.545 -0.185
F -6.074 -3.158 -2.234
O 6.466 -3.146 -2.013
O 4.633 4.921 3.727
O 3.469 2.915 2.910
O 5.745 -1.052 -0.938
O 4.523 -1.936 -2.922
O 3.812 4.879 1.407
N -9.318 -0.212 0.366
N -7.411 0.523 -0.795
N -7.756 -1.779 -0.637
C 2.145 5.110 3.381
C 4.665 -4.699 -1.392
C -6.439 -0.216 -1.623
C 1.535 0.836 0.607
C -6.292 -1.441 -0.701
C -5.400 -2.604 -1.153
C 1.557 -0.380 -1.457
C 6.926 -1.008 -3.264
C 5.966 4.369 3.721
C -3.995 -2.259 -1.655
C 0.210 0.470 0.754
C -2.572 -0.756 2.027
C -0.443 -0.304 -0.190
C -8.250 -0.481 -0.319
C -3.206 0.864 -0.527
C 5.974 -4.042 -0.997
C 6.774 4.826 2.522
C 2.190 0.405 -0.532
C -2.851 -2.315 -0.600
C 0.237 -0.745 -1.316
H -3.773 -3.032 -2.402
H -4.144 1.066 -0.001
H -6.974 -0.512 -2.541
H 1.308 4.876 2.727
H -3.326 0.758 -1.612
H 5.920 3.280 3.777
H 3.225 0.716 -0.658
H -3.119 0.132 2.368
H 1.966 4.718 4.379
H 2.311 6.184 3.405
H 4.376 -5.444 -0.650
H -2.555 1.725 -0.324
H -1.649 -0.917 2.594
H 6.531 -0.041 -3.569
H 6.358 4.438 1.593
H -0.323 0.824 1.636
H 1.996 1.447 1.390
H -3.218 -1.614 2.253
H -5.532 0.270 -1.980
H 5.881 -3.515 -0.046
H 6.740 -4.805 -0.871
H -4.020 -1.320 -2.218
H 7.803 4.474 2.603
H -1.992 -2.781 -1.100
H 7.861 -0.882 -2.724
H 3.861 -3.967 -1.466
H -0.285 -1.346 -2.058
H -3.105 -2.989 0.226
H 6.441 4.719 4.636
H 6.772 5.914 2.450
H 2.138 -0.680 -2.327
H -9.435 0.725 0.735
H -8.124 -1.952 -1.582
H -10.003 -0.925 0.586
H -5.909 0.252 1.182
H 7.057 -1.647 -4.133
H 4.756 -5.181 -2.366
*
```

Results
E_tot: -3381.1943 hartree
Kohn-Sham gap: 5.9 eV



[5]
This record from the OMol25 dataset describes a single C5H8N2 molecule at a distorted geometry. The level of theory is ωB97M-V/def2-TZVPD.

The geometry in ORCA input format:
```
! wB97M-V def2-TZVPD RIJCOSX def2/J DEFGRID3
* xyz 0 1
N -2.042 -0.772 0.278
N 1.364 -1.088 1.359
C -0.814 -0.222 0.749
C 0.231 0.088 -0.580
C 1.623 -0.004 -0.055
C 0.286 1.350 -1.193
C 0.174 -1.007 1.515
H 2.004 0.869 0.472
H 0.544 2.225 -0.603
H -1.920 -1.734 -0.017
H -0.037 1.522 -2.213
H -2.772 -0.744 0.979
H -0.002 -0.721 -1.279
H 2.372 -0.481 -0.688
H -1.010 0.722 1.274
*
```

Results
E_tot: -304.6577 hartree
energy relative to the best compared isomer or geometry (same formula, charge and spin): 466.90 kJ/mol
Kohn-Sham gap (alpha / beta): 7.8 / 7.8 eV



[6]
This record from the OMol25 dataset describes a molecular structure, C4H11BNNa at a distorted geometry. The level of theory is ωB97M-V/def2-TZVPD.

The geometry in ORCA input format:
```
! wB97M-V def2-TZVPD RIJCOSX def2/J DEFGRID3
* xyz 0 1
Na 1.244 -3.516 0.620
N -0.851 -0.471 -0.184
C -1.111 2.237 -1.501
C 0.146 1.717 -1.102
C -0.323 -1.145 1.008
C 0.755 -0.320 1.824
B 0.262 0.055 -1.113
H 0.575 0.793 1.820
H -1.313 -1.217 -0.727
H -1.595 1.698 -2.373
H 1.769 -0.474 1.326
H -1.567 3.137 -1.000
H 0.853 -0.767 2.857
H 0.998 2.405 -0.831
H -0.017 -0.274 -2.231
H 0.019 -2.228 0.737
H 1.366 -0.333 -0.843
H -1.212 -1.296 1.712
*
```

Results
E_tot: -400.7497 hartree
Kohn-Sham gap: 4.1 eV



[7]
This record from the OMol25 dataset describes 2 unconnected molecules or ions with the total composition C3H6Cl4O2SSi at a distorted geometry. The level of theory is ωB97M-V/def2-TZVPD.

The geometry in ORCA input format:
```
! wB97M-V def2-TZVPD RIJCOSX def2/J DEFGRID3
* xyz 0 3
Cl -1.833 -0.972 -2.238
Cl -0.404 2.768 -1.176
Cl -0.863 -3.047 0.145
Cl -3.672 -1.259 0.494
S -1.345 1.645 0.125
Si -1.787 -1.273 -0.261
O -2.783 1.896 0.037
O -0.981 2.526 1.302
C 2.452 -1.408 0.170
C -0.812 0.086 0.525
C 2.874 -0.349 -0.481
H 2.017 -1.349 1.269
H 0.188 -0.124 0.292
H 2.813 0.620 -0.096
H 2.590 -2.417 -0.165
H -1.605 3.172 1.572
H 3.155 -0.515 -1.514
*
```

Results
E_tot: -2796.7411 hartree
energy relative to the best compared isomer or geometry (same formula, charge and spin): 234.34 kJ/mol
Kohn-Sham gap (alpha / beta): 6.3 / 7.6 eV



[8]
This record from the OMol25 dataset describes a molecular structure, C8H12 at a distorted geometry. The level of theory is ωB97M-V/def2-TZVPD.

The geometry in ORCA input format:
```
! wB97M-V def2-TZVPD RIJCOSX def2/J DEFGRID3
* xyz 1 2
C 2.538 -1.721 0.524
C -1.660 -0.746 1.670
C -0.035 2.001 -0.169
C 1.847 -0.693 0.021
C -0.701 -0.942 0.563
C -0.236 0.597 -0.661
C 0.411 -0.466 0.048
C -0.984 0.353 -1.933
H 3.607 -1.729 0.377
H 2.042 -2.536 1.035
H -0.684 2.209 0.688
H -0.266 2.709 -0.959
H -2.484 -1.457 1.628
H -0.362 -0.196 -2.641
H -1.158 -0.873 2.632
H -1.873 -0.249 -1.721
H 2.407 0.070 -0.503
H -2.084 0.259 1.623
H 0.986 2.142 0.190
H -1.311 1.269 -2.412
*
```

Results
E_tot: -311.6034 hartree
energy relative to the best compared isomer or geometry (same formula, charge and spin): 170.47 kJ/mol
Kohn-Sham gap (alpha / beta): 8.8 / 7.6 eV



[9]
This record from the OMol25 dataset describes a molecular structure, C12H26BClKO4P at a distorted geometry. The level of theory is ωB97M-V/def2-TZVPD.

The geometry in ORCA input format:
```
! wB97M-V def2-TZVPD RIJCOSX def2/J DEFGRID3
* xyz 0 1
K -3.524 0.301 3.556
Cl -1.594 -0.710 5.009
P -0.621 -1.466 3.217
O -1.770 -2.528 2.711
O -2.003 -0.102 1.103
O 2.149 2.761 -0.864
O 0.318 0.245 1.038
C -1.650 0.465 -0.153
C -1.866 1.981 -0.119
C 2.986 -2.588 -1.322
C -0.157 -1.491 -0.687
C 2.314 -2.096 -0.037
C 0.823 -2.467 -0.026
C 2.022 1.339 -0.940
C 0.598 0.900 -1.309
C -3.109 3.944 -1.176
C 3.029 -2.628 1.198
C -2.420 2.594 -1.402
C -0.174 0.023 -0.287
B -0.814 0.138 1.950
H -4.192 3.839 -1.082
H -3.126 1.890 -1.854
H 4.073 -2.473 -1.267
H 2.622 -2.190 2.110
H 2.278 0.991 0.055
H -2.282 0.027 -0.934
H -1.610 2.727 -2.125
H -2.574 2.168 0.697
H 2.401 -1.014 -0.019
H 2.179 3.104 -1.762
H -2.668 -2.188 2.666
H -0.940 1.146 2.684
H 0.728 -3.402 -0.592
H 2.770 -3.646 -1.495
H 2.643 -2.032 -2.200
H 0.062 1.841 -1.469
H 2.754 0.942 -1.651
H -2.920 4.644 -1.991
H 0.587 0.370 -2.264
H -0.930 2.480 0.154
H 0.010 -1.552 -1.768
H 0.493 -2.717 0.983
H -1.167 -1.875 -0.514
H 2.920 -3.715 1.274
H 4.099 -2.401 1.169
H -2.746 4.421 -0.260
*
```

Results
E_tot: -2200.2216 hartree
Kohn-Sham gap: 6.5 eV



[10]
This record from the OMol25 dataset describes 2 unconnected molecules or ions with the total composition C3H7NO2 at a distorted geometry. The level of theory is ωB97M-V/def2-TZVPD.

The geometry in ORCA input format:
```
! wB97M-V def2-TZVPD RIJCOSX def2/J DEFGRID3
* xyz 0 1
O -2.117 -0.461 0.025
O 2.146 -0.822 -1.249
N 1.286 0.993 0.011
C 1.462 -0.247 -0.354
C -0.072 1.477 -0.255
C 0.561 -1.191 0.631
H -0.081 2.553 -0.204
H -0.450 -0.735 0.350
H -0.398 1.142 -1.255
H 0.717 -2.206 0.406
H -3.002 -0.688 -0.285
H 0.720 -0.920 1.696
H -0.773 1.104 0.485
*
```

Results
E_tot: -323.4891 hartree
energy relative to the best compared isomer or geometry (same formula, charge and spin): 766.33 kJ/mol
Kohn-Sham gap: 5.0 eV



[11]
This record from the OMol25 dataset describes 2 unconnected molecules or ions with the total composition C4H11N2O at a distorted geometry. The level of theory is ωB97M-V/def2-TZVPD.

The geometry in ORCA input format:
```
! wB97M-V def2-TZVPD RIJCOSX def2/J DEFGRID3
* xyz 1 1
O -1.736 -1.246 -0.864
N 0.517 -1.565 0.296
N 1.096 1.479 -1.043
C 0.221 0.642 1.599
C 1.291 0.298 -0.699
C 1.129 -0.203 0.766
C -2.426 -0.445 -1.420
H -3.542 -0.473 -1.291
H 0.912 1.382 2.195
H -1.907 0.554 -1.811
H -0.446 1.299 1.002
H 0.385 -2.292 0.962
H 1.106 1.730 -2.052
H -0.349 -1.389 -0.190
H 1.255 -1.629 -0.534
H 0.695 2.237 -0.370
H 2.229 -0.420 1.194
H -0.430 0.042 2.259
*
```

Results
E_tot: -343.3842 hartree
energy relative to the best compared isomer or geometry (same formula, charge and spin): 472.54 kJ/mol
Kohn-Sham gap: 9.2 eV



[12]
This record from the OMol25 dataset describes 2 unconnected molecules or ions with the total composition C4H8OS2 at a distorted geometry. The level of theory is ωB97M-V/def2-TZVPD.

The geometry in ORCA input format:
```
! wB97M-V def2-TZVPD RIJCOSX def2/J DEFGRID3
* xyz 0 1
S -2.104 -0.282 -0.140
S -0.316 -2.501 -0.345
O 0.523 2.346 1.322
C 0.986 1.112 0.933
C -0.629 -0.982 -0.819
C 0.429 -0.032 1.332
C 0.153 -0.333 -1.869
H 1.824 1.260 0.273
H -0.399 0.034 2.079
H -2.198 -1.222 0.710
H 1.144 -0.852 -1.977
H 1.178 -0.905 1.373
H -0.432 2.208 1.772
H 0.261 0.695 -1.879
H -0.421 -0.547 -2.766
*
```

Results
E_tot: -1028.7209 hartree
energy relative to the best compared isomer or geometry (same formula, charge and spin): 268.24 kJ/mol
Kohn-Sham gap: 8.3 eV